Here is 2 unconnected molecules or ions with the total composition C39H45N7O5 at a distorted geometry from OMol25. Energies are from wB97M-V/def2-TZVPD.

Cartesian coordinates (Å):
C  6.564  1.923  1.275
O  5.963  0.617  1.280
C  4.617  0.496  1.146
C  3.737  1.560  0.835
C  2.392  1.278  0.660
C  1.894  -0.048  0.671
C  0.522  -0.333  0.333
N  0.112  -1.597  -0.101
C  0.856  -2.585  -0.828
C  0.581  -3.947  -0.607
C  -0.619  -4.443  0.217
C  -0.215  -4.930  1.602
C  -1.462  -5.506  -0.496
C  1.453  -4.880  -1.172
C  2.519  -4.477  -1.977
C  2.660  -3.138  -2.328
C  1.757  -2.193  -1.849
C  1.697  -0.823  -2.532
C  1.101  -0.895  -3.942
C  3.052  -0.125  -2.588
N  -1.239  -1.652  -0.182
N  -1.682  -0.423  0.139
C  -3.104  -0.192  0.074
C  -3.939  -0.971  0.915
C  -3.347  -1.932  1.947
C  -4.241  -3.132  2.271
C  -2.911  -1.235  3.227
C  -5.321  -0.872  0.766
C  -5.874  -0.040  -0.206
C  -5.049  0.714  -1.030
C  -3.655  0.576  -0.973
C  -2.840  1.113  -2.159
C  -2.895  2.632  -2.294
C  -3.320  0.480  -3.469
C  -0.620  0.471  0.410
C  -0.842  1.813  0.652
C  2.790  -1.093  1.043
C  4.117  -0.827  1.271
H  7.632  1.703  1.296
H  6.305  2.494  0.370
H  6.276  2.496  2.170
H  4.107  2.585  0.703
H  1.701  2.088  0.437
H  -1.273  -3.577  0.333
H  0.306  -4.147  2.160
H  -1.107  -5.215  2.166
H  0.443  -5.804  1.534
H  -1.849  -5.113  -1.443
H  -0.882  -6.416  -0.688
H  -2.319  -5.766  0.135
H  1.291  -5.938  -0.948
H  3.230  -5.217  -2.344
H  3.462  -2.811  -2.995
H  1.028  -0.197  -1.933
H  0.080  -1.296  -3.932
H  1.063  0.110  -4.382
H  1.719  -1.529  -4.592
H  3.588  -0.232  -1.641
H  3.665  -0.534  -3.401
H  2.891  0.945  -2.771
H  -2.453  -2.346  1.471
H  -4.605  -3.610  1.355
H  -3.673  -3.883  2.839
H  -5.103  -2.835  2.883
H  -2.247  -0.393  3.015
H  -3.787  -0.857  3.766
H  -2.380  -1.938  3.880
H  -5.978  -1.459  1.413
H  -6.961  0.013  -0.320
H  -5.483  1.382  -1.780
H  -1.798  0.819  -1.987
H  -2.388  3.117  -1.453
H  -2.390  2.940  -3.218
H  -3.934  2.979  -2.338
H  -3.312  -0.613  -3.404
H  -4.344  0.804  -3.693
H  -2.679  0.778  -4.305
H  -1.867  2.165  0.558
H  0.012  2.427  0.882
H  2.404  -2.104  1.150
H  4.826  -1.612  1.523
O  1.513  3.681  4.270
N  1.658  4.896  4.044
C  1.065  5.517  2.907
C  0.686  4.778  1.765
C  1.030  5.437  0.591
N  1.401  4.932  -0.658
O  1.175  3.858  -1.210
O  2.231  5.875  -1.272
N  2.328  7.039  -0.487
C  1.636  6.758  0.642
N  1.710  7.534  1.740
C  1.322  6.942  2.846
O  2.355  5.650  4.777
H  0.212  3.804  1.796
H  1.251  7.516  3.778

Computed properties:
E: -61830.1085 eV
LUMO energy: -2.2 eV
Net charge: 0
M: 691.8 g/mol